Computed, not measured: a single C15H25NO2 molecule, with ωB97M-V/def2-TZVPD.

```
! RIJCOSX wB97M-V def2-TZVPD def2/J DEFGRID3
* xyz 0 1
C -3.357 -1.685 -1.063
C -3.787 -0.215 -0.984
N -3.316 0.544 0.162
C -3.851 0.099 1.440
C -5.372 0.183 1.509
C -1.871 0.699 0.225
C -1.307 1.441 -0.987
C 0.094 1.993 -0.734
C 1.131 0.893 -0.525
O 2.397 1.525 -0.466
C 3.518 0.849 -0.092
C 4.608 1.669 0.187
C 5.831 1.151 0.565
C 5.981 -0.217 0.678
C 4.911 -1.051 0.401
C 3.678 -0.546 0.009
O 2.603 -1.350 -0.297
C 2.751 -2.743 -0.193
H -3.708 -2.242 -0.198
H -2.274 -1.773 -1.118
H -3.781 -2.137 -1.956
H -4.877 -0.162 -0.983
H -3.444 0.305 -1.881
H -3.526 -0.924 1.697
H -3.438 0.770 2.199
H -5.705 1.144 1.127
H -5.692 0.088 2.544
H -5.847 -0.609 0.936
H -1.658 1.297 1.117
H -1.355 -0.268 0.348
H -1.271 0.779 -1.854
H -1.979 2.270 -1.217
H 0.089 2.647 0.139
H 0.410 2.590 -1.592
H 1.097 0.182 -1.359
H 0.937 0.351 0.406
H 4.458 2.733 0.093
H 6.656 1.814 0.773
H 6.924 -0.646 0.978
H 5.051 -2.117 0.488
H 3.518 -3.121 -0.877
H 2.990 -3.052 0.830
H 1.784 -3.159 -0.476
*
```

Calculated values
SMILES	CCN(CC)CCCCOc1ccccc1OC
E_tot	-791.75168	a.u.
HOMO	-0.2954	hartree

***

Computed, not measured: 7 unconnected molecules or ions with the total composition C7H22ClO12 in a non-equilibrium geometry, with ωB97M-V/def2-TZVPD.

```
! RIJCOSX wB97M-V def2-TZVPD def2/J DEFGRID3
* xyz -1 1
Cl 0.259 1.170 -0.928
O 1.394 0.643 -1.681
O -0.650 0.082 -0.682
O 0.745 1.718 0.311
O -0.198 2.316 -1.731
O 2.303 4.604 -0.093
H 2.487 4.213 0.762
H 1.530 4.137 -0.409
O 3.194 2.722 -2.670
H 3.416 2.006 -2.075
H 2.254 2.628 -2.819
C -1.236 -1.259 2.236
C -1.159 0.066 2.991
C -2.431 0.451 3.528
O -2.217 0.621 4.874
C -1.026 0.142 5.195
O -0.556 0.168 6.399
O -0.331 -0.155 4.130
H -0.331 -1.618 1.744
H -2.002 -1.266 1.461
H -1.675 -2.014 2.889
H -0.657 0.905 2.509
H -3.162 -0.299 3.225
H -2.736 1.360 3.010
C 0.505 -3.020 -2.012
O -0.149 -4.189 -2.325
H 1.537 -3.306 -1.808
H 0.622 -2.179 -2.696
H 0.071 -2.613 -1.099
H 0.025 -4.636 -3.157
C -4.276 1.323 -0.351
O -3.362 0.708 0.570
H -4.546 0.823 -1.281
H -5.221 1.424 0.183
H -3.971 2.358 -0.503
H -2.536 0.492 0.130
C 4.266 -2.009 -2.903
O 3.847 -0.722 -3.011
H 3.679 -2.299 -2.031
H 3.993 -2.648 -3.743
H 5.349 -2.028 -2.786
H 2.955 -0.825 -3.352
*
```

Calculated values
E_tot	-1642.73623	a.u.
HOMO	-0.2586	hartree

***

Computed, not measured: a single C4H11NOS molecule in a non-equilibrium geometry, with ωB97M-V/def2-TZVPD.

```
! RIJCOSX wB97M-V def2-TZVPD def2/J DEFGRID3
* xyz 0 1
C -2.016 -0.551 -0.230
C -0.780 0.059 0.291
C -0.623 1.602 0.190
S 0.892 -0.623 -0.578
C 2.001 -0.521 0.927
N 1.470 0.292 -1.670
O 0.852 -2.084 -0.784
H -2.293 -0.400 -1.197
H -2.212 -1.586 -0.100
H -2.823 -0.163 0.369
H -0.592 -0.425 1.384
H 0.372 1.908 0.272
H -1.373 2.171 0.881
H -0.956 2.071 -0.820
H 2.914 -1.028 0.677
H 2.173 0.592 1.290
H 1.499 -1.149 1.717
H 1.496 -0.165 -2.620
*
```

Calculated values
SMILES	CC(C)[S@](C)(=N)=O
E_tot	-687.07341	a.u.
HOMO	-0.3317	hartree

***

Computed, not measured: a molecular structure, C13H13AsCl2IN4ORuS4 in a non-equilibrium geometry, with ωB97M-V/def2-TZVPD.

```
! RIJCOSX wB97M-V def2-TZVPD def2/J DEFGRID3
* xyz -1 1
Ru -0.487 -0.495 -1.818
S -3.829 0.080 -0.016
As -2.807 -1.007 -1.484
S -1.299 -4.109 -0.034
S -0.861 0.201 -3.891
S -3.979 -2.041 -2.788
C -0.946 1.821 2.444
N -0.308 0.913 1.529
C -0.711 -0.328 1.423
N -1.623 -0.718 2.335
O -0.589 -2.551 0.089
H -0.309 2.699 2.538
H -1.050 1.352 3.424
H -1.930 2.135 2.076
H 0.169 -0.029 -0.249
H -2.343 -0.052 2.572
H -1.961 -1.672 2.256
Cl 0.035 -1.213 0.196
C 1.574 -1.190 0.306
C 2.897 -1.128 0.635
C 3.713 -2.241 0.492
C 3.383 -3.411 -0.243
C 2.428 -3.684 -1.185
Cl 2.338 -5.318 -1.818
C 1.560 -2.805 -1.875
N 0.847 -2.134 -2.499
H 3.240 -0.255 1.186
H 4.674 -2.224 0.988
H 4.025 -4.265 -0.049
I -2.825 5.203 -1.487
C -1.438 3.752 -0.936
C -0.282 4.096 -0.224
C 0.573 3.117 0.184
C 0.261 1.724 -0.040
N -0.759 1.475 -0.993
C -1.600 2.447 -1.341
H -0.052 5.138 -0.039
H 1.512 3.349 0.671
H 1.174 1.221 -0.354
H -2.418 2.145 -1.982
*
```

Calculated values
E_tot	-5938.26979	a.u.
HOMO (alpha / beta)	-0.1628 / -0.1499	hartree

***

Computed, not measured: a single C4H9NO molecule in a non-equilibrium geometry, with ωB97M-V/def2-TZVPD.

```
! RIJCOSX wB97M-V def2-TZVPD def2/J DEFGRID3
* xyz 0 1
C -1.487 -0.909 -0.110
C -0.250 -0.008 -0.366
C 1.305 -0.593 -0.461
O 2.318 0.320 -0.775
C -0.501 1.419 -0.002
N 0.333 0.668 0.872
H -1.947 -0.648 0.862
H -2.320 -0.853 -0.837
H -1.192 -1.958 -0.065
H 1.572 -1.086 0.513
H 1.287 -1.346 -1.220
H 2.471 0.904 -0.013
H -1.441 1.649 0.496
H -0.052 2.245 -0.541
H -0.098 0.195 1.646
*
```

Calculated values
SMILES	C[C@@]1(CO)CN1
E_tot	-287.67512	a.u.
HOMO	-0.3330	hartree

***

Computed, not measured: a molecular structure, C13H17N3O2Zn in a non-equilibrium geometry, with ωB97M-V/def2-TZVPD.

```
! RIJCOSX wB97M-V def2-TZVPD def2/J DEFGRID3
* xyz 0 1
C -2.999 -0.756 0.767
C -3.277 0.502 -0.092
H -2.763 -1.618 0.138
H -3.907 -1.015 1.342
H -2.227 -0.623 1.533
H -2.687 0.523 -1.007
H -4.335 0.497 -0.395
H -3.126 1.416 0.485
C -0.136 -2.517 0.585
C 0.754 -3.598 0.572
C 1.957 -3.485 -0.127
C 2.224 -2.296 -0.798
H -1.094 -2.579 1.099
H 0.483 -4.497 1.115
H 2.686 -4.297 -0.141
H 3.138 -2.142 -1.358
N 0.149 -1.347 -0.012
C 1.310 -1.226 -0.708
C 1.627 0.115 -1.239
N 0.744 1.107 -0.919
C 1.013 2.371 -1.300
C 3.141 1.726 -2.223
C 2.229 2.734 -1.884
H 0.236 3.104 -1.084
H 2.425 3.790 -2.045
C 2.806 0.402 -1.943
H 3.448 -0.428 -2.223
H 4.094 1.965 -2.686
Zn -0.857 0.592 0.405
C -1.241 2.504 0.943
H -1.576 3.147 0.118
H -0.274 2.867 1.302
H -1.971 2.543 1.761
O -0.766 0.245 4.419
N -1.075 0.264 3.236
O -0.151 0.008 2.364
*
```

Calculated values
E_tot	-2599.52649	a.u.
HOMO	-0.2674	hartree